1.
Here is a molecular structure, C49H43IMoN2O6P2 at a distorted geometry from the OMol25 dataset. Energies are from the ωB97M-V functional and the def2-TZVPD basis.

Results
Gap between HOMO and LUMO (alpha / beta): 5.35 / 5.35 eV
HOMO energy (alpha / beta): -0.4579 / -0.4579 Ha
E_tot: -3502.0605 a.u.
Lowest unoccupied orbital energy (alpha / beta): -0.261 / -0.261 Ha
Net charge: +2

Structure (XYZ):
```
104
C49H43IMoN2O6P2, DFT the ωB97M-V functional and the def2-TZVPD basis
Mo -0.5321 0.5865 0.2400
C -2.4436 1.8755 -3.5720
C -2.7023 2.8138 -2.4315
N -3.5632 3.8083 -2.6058
C -3.8598 4.6189 -1.5913
C -3.3401 4.4907 -0.3101
C -3.8262 5.3726 0.8189
O -2.7692 6.0584 1.4738
C -2.4046 3.4748 -0.1081
C -1.7874 3.2740 1.2043
N -1.0614 2.2752 1.5752
C -0.7202 2.2430 2.9673
C -1.6597 2.6093 3.9296
C -1.3380 2.6277 5.2728
C -0.0666 2.2610 5.6929
C 0.8655 1.8392 4.7580
C 0.5269 1.8279 3.4142
I 2.0234 1.2334 2.0624
C -2.0946 2.6603 -1.1920
O -1.1769 1.6719 -0.9510
H -3.3400 1.2806 -3.7618
H -1.6169 1.1959 -3.3715
H -2.2434 2.4453 -4.4787
H -4.5666 5.4107 -1.8229
H -4.2997 4.7444 1.5733
H -4.5836 6.0593 0.4425
H -2.5840 6.8874 1.0225
H -1.9633 4.0707 1.9194
H -2.6713 2.8456 3.6229
H -2.0824 2.9280 5.9987
H 0.2049 2.3020 6.7402
H 1.8523 1.5226 5.0690
C 2.4355 -2.5810 -1.2791
C 3.2205 -1.3226 -0.8533
P 2.9327 0.1399 -1.9506
C 4.4486 0.1288 -2.9882
C 4.9278 -1.0744 -3.5071
C 6.0676 -1.0946 -4.2988
C 6.7255 0.0872 -4.6026
C 6.2403 1.2905 -4.1129
C 5.1023 1.3156 -3.3176
C 3.2900 1.5760 -0.8700
C 2.5795 2.7533 -1.0950
C 2.8445 3.8950 -0.3437
C 3.8591 3.8781 0.6036
C 4.6187 2.7295 0.7844
C 4.3309 1.5815 0.0616
C 0.9642 -2.7257 -0.8536
P -0.3161 -1.4820 -1.3051
C -1.8211 -2.1346 -0.4996
C -1.9502 -3.3403 0.1758
C -3.1760 -3.6919 0.7298
C -4.2723 -2.8455 0.6200
C -4.1518 -1.6351 -0.0469
C -2.9291 -1.2811 -0.6023
C -0.7145 -1.8723 -3.0603
C -1.7078 -2.8194 -3.3345
C -1.9645 -3.2039 -4.6411
C -1.2463 -2.6536 -5.6935
C -0.2768 -1.6972 -5.4314
C -0.0140 -1.3066 -4.1257
H 2.9511 -3.4310 -0.8297
H 2.4854 -2.7051 -2.3631
H 4.2809 -1.5703 -0.8711
H 2.9463 -1.0338 0.1650
H 4.4187 -2.0079 -3.2940
H 6.4386 -2.0370 -4.6830
H 7.6097 0.0711 -5.2274
H 6.7467 2.2177 -4.3528
H 4.7381 2.2642 -2.9463
H 1.8548 2.7889 -1.9007
H 2.2764 4.8006 -0.5182
H 4.0723 4.7677 1.1834
H 5.4519 2.7324 1.4786
H 4.9245 0.6853 0.2145
H 0.9306 -2.8207 0.2350
H 0.5748 -3.6419 -1.2987
H -1.1195 -4.0294 0.2622
H -3.2732 -4.6371 1.2510
H -5.2272 -3.1344 1.0424
H -5.0020 -0.9714 -0.1433
H -2.8478 -0.3621 -1.1823
H -2.2874 -3.2691 -2.5429
H -2.7373 -3.9375 -4.8345
H -1.4473 -2.9663 -6.7103
H 0.2811 -1.2484 -6.2440
H 0.7506 -0.5649 -3.9485
O -2.5503 -0.0429 2.4096
C -1.6055 -0.7886 2.4982
O -0.5308 -0.5445 1.6522
C -1.5118 -1.9426 3.3760
C -2.5933 -2.2298 4.1993
C -2.5972 -3.3582 5.0143
C -1.4871 -4.1698 4.9569
O -1.2578 -5.3102 5.6321
C 0.0522 -5.7671 5.2595
O 0.5432 -4.8573 4.2679
C -0.3974 -3.8841 4.1330
C -0.3728 -2.7771 3.3391
H -3.4434 -1.5602 4.1934
H -3.4310 -3.5879 5.6645
H -0.0147 -6.7702 4.8473
H 0.7025 -5.7546 6.1317
H 0.4820 -2.5428 2.7198
```

---

2.
Here is a molecular structure, C49H44BaF8IN6O7PSSi at a distorted geometry from the OMol25 dataset. Energies are from the ωB97M-V functional and the def2-TZVPD basis.

Results
Gap between HOMO and LUMO (alpha / beta): 2.23 / 2.23 eV
HOMO energy (alpha / beta): 0.0009 / 0.0008 Ha
E_tot: -4899.9607 a.u.
Lowest unoccupied orbital energy (alpha / beta): 0.083 / 0.083 Ha
Net charge: -2

Structure (XYZ):
```
119
C49H44BaF8IN6O7PSSi, DFT the ωB97M-V functional and the def2-TZVPD basis
Ba 0.0147 0.6303 1.2608
N 0.0276 -2.3718 -1.5372
C 1.1145 -3.1827 -1.4421
C 0.9649 -4.5711 -1.5429
C 2.0553 -5.4103 -1.4607
C 3.3199 -4.8893 -1.2352
C 3.4921 -3.5164 -1.1796
C 2.4189 -2.6516 -1.3346
P 2.5631 -0.8267 -1.3923
C 2.4945 -0.5672 -3.2137
C 1.8433 -1.4202 -4.0975
C 1.7065 -1.0728 -5.4303
C 2.2177 0.1269 -5.8972
C 2.8780 0.9807 -5.0257
C 3.0133 0.6335 -3.6956
C 4.3715 -0.5909 -1.1695
C 5.3186 -0.9448 -2.1285
C 6.6629 -0.7081 -1.9029
C 7.0783 -0.1325 -0.7111
C 6.1422 0.2274 0.2432
C 4.7975 0.0083 0.0088
H -0.8789 -2.7834 -1.3907
H 0.0917 -1.4237 -1.1988
H -0.0290 -4.9744 -1.6886
H 1.9145 -6.4795 -1.5540
H 4.1645 -5.5531 -1.1096
H 4.4796 -3.1165 -1.0059
H 1.4412 -2.3576 -3.7461
H 1.1790 -1.7363 -6.1034
H 2.1002 0.4004 -6.9372
H 3.2731 1.9257 -5.3758
H 3.5393 1.2879 -3.0135
H 4.9930 -1.3900 -3.0593
H 7.3959 -0.9644 -2.6589
H 8.1317 0.0451 -0.5356
H 6.4544 0.6886 1.1688
H 4.0636 0.3089 0.7392
F 5.2061 -0.3157 5.4575
C 4.3048 -0.6290 4.4889
F 3.4316 -1.4595 5.0971
F 4.9970 -1.3811 3.6180
C 3.6621 0.5817 3.9068
C 4.0115 1.8351 4.3598
C 3.3481 2.9456 3.8531
C 2.3384 2.7222 2.9297
N 2.0001 1.5371 2.4738
C 2.6539 0.4416 2.9095
S 2.2743 -1.0467 2.2355
H 4.7833 1.9418 5.1112
H 3.5896 3.9416 4.1887
H 1.7640 3.5455 2.5345
N -1.5734 4.1157 1.1144
C -1.5585 4.2074 2.4426
O -0.7319 3.6928 3.1690
C -2.6406 5.0790 3.0686
I -3.0063 6.8953 1.9849
H -0.9747 3.4074 0.6998
H -2.4062 4.3357 0.5940
H -2.3411 5.3687 4.0729
H -3.5860 4.5395 3.0983
O -1.7131 -0.7467 0.6217
C -2.5317 0.0812 1.0585
O -2.2567 1.2532 1.3762
C -3.9566 -0.3838 1.2452
C -5.0196 0.4395 0.9062
C -6.3338 -0.0346 1.0694
C -6.5664 -1.3021 1.5861
C -5.4927 -2.1002 1.9587
C -4.1762 -1.6470 1.7708
N -5.7289 -3.3654 2.5443
O -6.8954 -3.7732 2.6341
O -4.7591 -4.0120 2.9583
N -7.4395 0.7857 0.7374
O -8.5784 0.3054 0.8063
O -7.2244 1.9578 0.4119
H -4.8397 1.4223 0.5017
H -7.5784 -1.6584 1.7117
H -3.3414 -2.2749 2.0368
F -1.9799 2.4897 -1.4184
C -0.6942 2.7250 -1.7852
C 0.3191 2.4363 -0.8768
C 1.5722 2.8330 -1.3257
F 2.6484 2.6406 -0.5139
C 1.8232 3.4562 -2.5434
F 3.0670 3.8776 -2.8829
C 0.7723 3.6703 -3.4229
F 0.9921 4.2563 -4.6209
C -0.5086 3.3037 -3.0365
F -1.5424 3.5459 -3.8698
C -4.2398 -0.3935 -4.2378
Si -2.3554 -0.5596 -4.5212
C -2.0780 -2.3835 -5.0984
C -1.8633 0.5359 -6.0197
C -1.3883 -0.1355 -3.0285
H -4.8226 -0.6416 -5.1213
H -4.4982 0.6182 -3.9451
H -4.5609 -1.0529 -3.4381
H -2.5740 -2.6079 -6.0398
H -2.4543 -3.0788 -4.3538
H -1.0191 -2.5866 -5.2240
H -2.3551 0.2372 -6.9425
H -0.7910 0.4833 -6.1822
H -2.1125 1.5755 -5.8327
H -1.8202 -0.1370 -2.0419
H -0.3499 0.1477 -3.0811
C -1.8742 -1.1186 7.7877
C -1.5076 -0.8328 6.3635
C -2.0591 0.2414 5.6748
C -1.6669 0.4797 4.3677
N -0.7722 -0.2615 3.7397
C -0.2504 -1.2927 4.3823
C -0.5855 -1.6211 5.6849
H -2.8052 -0.6248 8.0538
H -1.0929 -0.7472 8.4522
H -1.9854 -2.1890 7.9511
H -2.7813 0.8867 6.1553
H -2.0865 1.2926 3.7948
H 0.4844 -1.8718 3.8408
H -0.1271 -2.4737 6.1652
```

---

3.
Here is a molecular structure, C49H45BrN9O9PbS2Se at a distorted geometry from the OMol25 dataset. Energies are from the ωB97M-V functional and the def2-TZVPD basis.

Results
Gap between HOMO and LUMO: 5.64 eV
HOMO energy: -0.1321 Ha
E_tot: -9028.7919 a.u.
Lowest unoccupied orbital energy: 0.075 Ha
Net charge: -1

Structure (XYZ):
```
117
C49H45BrN9O9PbS2Se, DFT the ωB97M-V functional and the def2-TZVPD basis
Pb 1.6723 -0.6028 0.6586
O 1.1943 -5.2926 2.2226
C 1.6542 -5.8587 1.0958
C 1.4171 -7.2175 0.8837
C 1.8483 -7.8312 -0.2769
C 2.5243 -7.1028 -1.2501
C 2.7745 -5.7587 -1.0392
C 2.3509 -5.1201 0.1236
C 2.5858 -3.6617 0.3231
O 1.9662 -3.0735 1.2956
N 3.4203 -3.1098 -0.5179
N 3.6007 -1.7591 -0.3026
C 4.6440 -1.2185 -0.8194
C 5.0694 0.1188 -0.5286
C 5.9739 0.7788 -1.4512
C 6.3573 2.0563 -1.3585
C 6.0065 2.8801 -0.1572
C 5.3615 2.0892 0.9998
C 4.6626 0.7825 0.6258
O 3.7650 0.4375 1.4591
H 1.4092 -4.3184 2.1343
H 0.8877 -7.7665 1.6514
H 1.6595 -8.8882 -0.4201
H 2.8618 -7.5874 -2.1574
H 3.2912 -5.1533 -1.7699
H 5.2820 -1.8273 -1.4689
H 6.2713 0.1948 -2.3172
H 6.9518 2.5303 -2.1298
H 6.8684 3.4681 0.1718
H 5.9790 1.9222 1.8841
O -2.1015 -6.6700 -0.3285
C -1.5317 -5.4425 -0.2604
C -0.6840 -4.9515 -1.2449
C -0.1422 -3.6918 -1.0774
N -0.3894 -2.9179 -0.0269
C -1.1782 -3.4128 0.9032
Br -1.4509 -2.3413 2.4364
C -1.7952 -4.6465 0.8464
H -1.7414 -7.1473 -1.0831
H -0.4246 -5.5479 -2.1107
H 0.5364 -3.2874 -1.8183
H -2.4421 -4.9996 1.6344
O 5.4163 5.6435 -1.5631
C 4.8738 5.2824 -0.3016
C 4.7201 3.7733 -0.2214
C 4.2906 3.2184 1.1666
C 2.8756 2.7456 1.2349
N 2.2046 2.3982 0.2154
C 2.7719 2.5007 -1.0574
C 3.8436 3.2583 -1.3222
C 2.1382 1.6974 -2.1243
C 2.1026 2.1476 -3.4453
C 1.6743 1.3003 -4.4512
C 1.6605 1.7273 -5.8978
O 2.0843 0.7126 -6.7916
C 1.2703 0.0172 -4.0941
C 1.2998 -0.3400 -2.7608
N 1.7243 0.4701 -1.7984
H 5.3629 6.5970 -1.6606
H 3.8781 5.7247 -0.1563
H 5.5292 5.6351 0.5082
H 4.5214 3.8958 1.9915
H 2.3677 2.7109 2.1947
H 4.1992 3.4410 -2.3249
H 2.4195 3.1582 -3.6648
H 2.2669 2.6310 -6.0289
H 0.6369 1.9595 -6.2002
H 2.9873 0.4614 -6.5725
H 0.9405 -0.6813 -4.8502
H 0.9822 -1.3245 -2.4397
O -1.6867 1.8501 0.1432
N -0.6529 1.6257 0.8303
C -8.3643 1.4589 -3.2973
C -6.9974 1.2473 -2.7021
C -6.6916 1.6906 -1.4223
C -5.4580 1.4408 -0.8381
C -5.1619 1.8804 0.5644
C -4.4851 0.7271 -1.5614
Se -2.8683 0.1784 -0.6897
C -4.7597 0.3143 -2.8760
C -3.7549 -0.4232 -3.7205
C -6.0142 0.5774 -3.4152
H -9.0077 2.0075 -2.6104
H -8.8388 0.5008 -3.5188
H -8.3035 2.0179 -4.2328
H -7.4429 2.2278 -0.8520
H -5.9841 2.4581 0.9887
H -4.2472 2.4745 0.5988
H -4.9941 0.9957 1.1836
H -2.7992 -0.4842 -3.2055
H -3.6085 0.0908 -4.6729
H -4.0966 -1.4394 -3.9305
H -6.2273 0.2373 -4.4245
N -5.7907 0.9688 6.6568
C -4.8154 1.4250 5.7865
C -4.6109 0.7849 4.5595
C -3.6755 1.2651 3.6663
C -2.9422 2.3942 3.9907
C -3.1323 3.0478 5.1964
C -4.0629 2.5641 6.0943
S -1.8045 3.0713 2.8067
O -2.5492 3.6200 1.7221
O -0.8890 3.9527 3.4812
N -0.9371 1.6905 2.2425
C -0.0869 1.1031 3.1653
S -0.2765 1.5094 4.8680
C 1.0441 0.4718 5.2637
C 1.5337 -0.0882 4.1475
N 0.9128 0.2496 2.9743
H -6.0972 0.0210 6.5180
H -5.6931 1.2392 7.6204
H -5.1906 -0.0957 4.3124
H -3.4919 0.7559 2.7282
H -2.5281 3.9148 5.4259
H -4.2168 3.0660 7.0417
H 1.3651 0.3641 6.2840
H 2.3713 -0.7656 4.0902
```

---

4.
Here is a molecular structure, C49H46BN8OPtS2 at a distorted geometry from the OMol25 dataset. Energies are from the ωB97M-V functional and the def2-TZVPD basis.

Results
Gap between HOMO and LUMO: 8.21 eV
HOMO energy: -0.3817 Ha
E_tot: -3348.6397 a.u.
Lowest unoccupied orbital energy: -0.080 Ha
Net charge: +1

Structure (XYZ):
```
108
C49H46BN8OPtS2, DFT the ωB97M-V functional and the def2-TZVPD basis
Pt 0.8031 0.0119 0.0777
C -2.8842 -2.9222 -2.8012
C -2.3960 -2.2652 -1.5545
C -3.0002 -2.1948 -0.3193
C -2.1130 -1.4790 0.4950
N -1.0608 -1.1030 -0.2276
N -1.2278 -1.5993 -1.4782
B -0.1558 -1.4478 -2.5777
N -0.1079 0.0233 -3.0335
N -0.3729 0.9744 -2.1027
C -0.7336 2.0561 -2.7799
C -0.7052 1.8087 -4.1679
C -0.3031 0.4975 -4.2848
C -0.1176 -0.3390 -5.5057
C -1.3157 3.2647 -2.1718
C -0.9763 4.5352 -2.6305
C -1.6600 5.6550 -2.1787
C -2.6897 5.5171 -1.2574
C -3.0278 4.2534 -0.7908
C -2.3484 3.1334 -1.2481
N 1.1885 -1.9716 -1.9978
N 1.5626 -1.6383 -0.7366
C 2.4902 -2.5091 -0.3303
C 2.7244 -3.4248 -1.3589
C 1.8763 -3.0613 -2.3871
C 1.6796 -3.7129 -3.7132
C 3.0694 -2.5370 1.0227
C 2.2342 -2.5340 2.1360
C 2.7744 -2.5741 3.4126
C 4.1506 -2.6288 3.5838
C 4.9861 -2.6580 2.4743
C 4.4481 -2.6162 1.1979
C -2.2561 -1.2293 1.9394
C -1.1562 -1.0312 2.7694
C -1.3185 -0.8958 4.1398
C -2.5839 -0.9369 4.7042
C -3.6891 -1.1216 3.8840
C -3.5249 -1.2730 2.5173
H -3.8660 -3.3558 -2.6226
H -2.2131 -3.7182 -3.1242
H -2.9695 -2.2062 -3.6190
H -3.9365 -2.6467 -0.0424
H -0.4311 -2.1402 -3.5091
H -0.9713 2.4847 -4.9642
H -0.0622 0.2979 -6.3873
H -0.9498 -1.0319 -5.6428
H 0.7981 -0.9287 -5.4504
H -0.1851 4.6426 -3.3635
H -1.3963 6.6357 -2.5547
H -3.2344 6.3870 -0.9142
H -3.8420 4.1415 -0.0860
H -2.6263 2.1376 -0.9237
H 3.3984 -4.2639 -1.3317
H 2.5128 -4.3831 -3.9161
H 1.6215 -2.9764 -4.5132
H 0.7599 -4.2990 -3.7324
H 1.1607 -2.5206 1.9942
H 2.1168 -2.5807 4.2727
H 4.5724 -2.6641 4.5798
H 6.0589 -2.7164 2.6050
H 5.0977 -2.6270 0.3305
H -0.1594 -1.0108 2.3418
H -0.4468 -0.7572 4.7693
H -2.7101 -0.8326 5.7740
H -4.6834 -1.1561 4.3101
H -4.3963 -1.4207 1.8927
N 4.0297 2.8250 1.0902
C 3.4204 1.9656 0.2579
S 2.7988 0.5328 0.9676
N 3.3621 2.3169 -1.0249
C 3.2925 1.4569 -2.1680
C 3.9770 0.2494 -2.1890
C 4.0290 -0.4752 -3.3687
C 3.4235 0.0119 -4.5191
C 2.7379 1.2162 -4.4814
C 2.6575 1.9378 -3.3003
H 4.0192 2.6118 2.0737
H 4.7140 3.4833 0.7523
H 3.5611 3.2855 -1.2333
H 4.4784 -0.1110 -1.3004
H 4.5697 -1.4119 -3.3922
H 3.4953 -0.5423 -5.4461
H 2.2590 1.5992 -5.3720
H 2.1111 2.8725 -3.2594
O -0.0695 1.6877 0.9294
S 0.3566 2.2024 2.3156
C 0.8468 3.8858 2.0442
C 0.2222 4.6807 1.0942
C 0.6244 6.0013 0.9755
C 1.6258 6.5107 1.7953
C 2.2408 5.7030 2.7407
C 1.8526 4.3764 2.8649
C -1.1524 2.4699 3.2167
C -2.3857 2.2950 2.6193
C -3.5257 2.5050 3.3804
C -3.4172 2.9000 4.7072
C -2.1693 3.0699 5.2908
C -1.0230 2.8423 4.5465
H -0.5566 4.2751 0.4603
H 0.1452 6.6366 0.2435
H 1.9244 7.5461 1.6963
H 3.0155 6.1026 3.3813
H 2.3184 3.7331 3.6023
H -2.4384 1.9640 1.5954
H -4.5020 2.3533 2.9388
H -4.3109 3.0648 5.2946
H -2.0876 3.3636 6.3288
H -0.0432 2.9479 4.9983
```